77
Properties=species:S:1:pos:R:3:lowdin_charge:R:1 method="wB97M-V/def2-TZVPD" charge=0 e_homo_ev=-7.577 fmax_ev_per_a=13.67 gap_ev=8.289
C 1.719 -0.909 1.095 -0.157
C 1.172 0.468 1.404 -0.566
S 1.027 1.602 -0.007 0.792
C -0.378 0.955 -0.933 -0.722
P -1.938 0.356 -0.026 0.765
C -3.460 -0.422 0.759 -0.393
C -4.057 -1.439 -0.209 -0.290
C -4.959 -2.512 0.421 -0.176
C -4.377 -3.915 0.294 -0.259
O -4.251 -4.304 -1.075 -0.079
H 2.135 -1.405 1.974 0.073
H 2.504 -0.881 0.339 0.071
H 0.926 -1.551 0.702 0.037
H 1.796 1.035 2.098 0.060
H 0.205 0.352 1.898 0.048
H -0.675 1.792 -1.572 0.025
H -0.056 0.137 -1.585 0.019
H -1.198 -0.794 0.390 0.013
H -2.585 0.336 -1.303 0.028
H -1.979 1.539 0.782 0.030
H -4.180 0.357 1.032 0.074
H -3.150 -0.913 1.690 0.078
H -4.598 -0.909 -0.996 0.114
H -3.234 -1.952 -0.730 0.028
H -5.944 -2.514 -0.051 0.110
H -5.119 -2.298 1.483 0.106
H -5.045 -4.635 0.777 0.114
H -3.407 -3.972 0.806 0.097
H -3.331 -4.389 -1.318 -0.253
C 6.371 6.807 3.252 -0.121
O 5.689 7.422 2.181 -0.200
C 5.874 6.779 0.923 -0.217
C 4.554 6.242 0.410 -0.221
N 4.086 5.159 1.255 -0.050
C 2.762 4.651 0.926 -0.223
C 1.579 5.598 1.098 -0.220
O 1.342 5.965 2.449 -0.179
C 2.005 7.133 2.887 -0.106
H 6.195 7.417 4.137 0.087
H 6.011 5.790 3.440 0.083
H 7.450 6.759 3.067 0.087
H 6.596 5.962 1.019 0.121
H 6.273 7.512 0.217 0.120
H 4.699 5.863 -0.607 0.125
H 3.850 7.084 0.345 0.109
H 4.093 5.473 2.218 0.080
H 2.572 3.774 1.549 0.097
H 2.769 4.300 -0.111 0.106
H 0.685 5.069 0.759 0.113
H 1.683 6.499 0.482 0.109
H 2.103 7.864 2.078 0.088
H 3.006 6.931 3.281 0.071
H 1.404 7.572 3.683 0.086
C -1.520 -2.068 -2.577 -0.106
O -0.718 -2.925 -1.785 -0.167
C -1.336 -3.339 -0.575 -0.217
C -1.595 -4.829 -0.595 -0.133
N -2.613 -5.139 -1.585 -0.048
C -2.870 -6.558 -1.789 -0.115
C -1.731 -7.399 -2.356 -0.209
O -1.373 -7.041 -3.680 -0.173
C -0.357 -6.065 -3.797 -0.099
H -0.920 -1.764 -3.433 0.100
H -2.428 -2.568 -2.933 0.099
H -1.824 -1.175 -2.024 0.012
H -2.282 -2.800 -0.434 0.057
H -0.675 -3.090 0.260 0.118
H -1.955 -5.140 0.392 0.131
H -0.637 -5.339 -0.768 0.120
H -2.349 -4.719 -2.467 0.133
H -3.724 -6.647 -2.464 0.138
H -3.175 -6.997 -0.832 0.138
H -2.070 -8.437 -2.397 0.125
H -0.845 -7.371 -1.711 0.112
H 0.374 -6.151 -2.985 0.089
H -0.747 -5.043 -3.793 0.072
H 0.152 -6.236 -4.744 0.089